Molecular formula: C7H13HgNOP
Method: DFT, ωB97M-V/def2-TZVPD

Summary:
maximum force	0.0592	hartree/bohr
total charge	-1
HOMO-LUMO gap	4.837	eV

CARTESIAN COORDINATES (ANGSTROEM)
C  0.289  -0.346  -2.503
C  -0.826  -1.192  -2.748
C  -0.662  -2.374  -1.952
C  0.623  -2.295  -1.329
C  1.230  -1.057  -1.674
Hg  1.244  1.351  0.790
P  -0.544  3.111  0.620
H  0.443  0.646  -2.935
H  -1.720  -0.954  -3.330
H  -1.305  -3.253  -1.934
H  2.140  -0.608  -1.253
H  1.079  -3.011  -0.634
H  -1.647  2.925  1.526
H  -1.010  3.514  -0.678
H  0.357  4.104  1.121
C  -0.748  0.877  3.820
C  -0.423  -0.470  3.258
N  -0.714  -1.517  4.086
O  0.028  -0.699  2.116
H  -0.834  0.826  4.913
H  -1.713  1.236  3.422
H  0.073  1.564  3.577
H  -0.542  -2.456  3.784
H  -1.081  -1.333  5.001



Molecular formula: C17H21F2N3O
Method: DFT, ωB97M-V/def2-TZVPD

Summary:
maximum force	0.0999	hartree/bohr
SMILES string	Cc1c([C@@H](C)c2c(F)cccc2F)nc(N(C)C(C)C)[nH]c1=O
HOMO-LUMO gap	8.656	eV

CARTESIAN COORDINATES (ANGSTROEM)
C  0.987  -3.061  2.579
C  1.030  -2.019  1.481
C  0.354  -0.769  1.531
C  -0.495  -0.288  2.665
C  0.202  0.594  3.658
C  -1.617  0.422  1.911
C  -1.603  1.789  1.524
F  -0.565  2.642  1.750
C  -2.739  2.415  1.039
C  -3.844  1.666  0.698
C  -3.816  0.191  0.882
C  -2.740  -0.385  1.502
F  -2.574  -1.722  1.803
N  0.558  0.097  0.487
C  1.142  -0.227  -0.600
N  1.258  0.726  -1.645
C  0.063  1.635  -1.736
C  1.721  0.326  -2.939
C  0.746  -0.754  -3.706
C  2.186  1.518  -3.788
N  1.799  -1.444  -0.753
C  1.722  -2.335  0.278
O  2.184  -3.373  -0.052
H  0.135  -3.670  2.503
H  1.099  -2.720  3.554
H  1.836  -3.665  2.335
H  -1.031  -1.112  3.172
H  1.150  0.866  3.322
H  0.349  0.024  4.607
H  -0.414  1.450  3.880
H  -2.796  3.439  0.925
H  -4.659  2.160  0.187
H  -4.694  -0.479  0.623
H  -0.774  1.119  -1.243
H  0.277  2.640  -1.364
H  -0.067  1.889  -2.774
H  2.620  -0.269  -2.724
H  -0.264  -0.400  -3.862
H  0.779  -1.674  -3.207
H  1.211  -0.913  -4.691
H  3.038  1.069  -4.387
H  1.477  1.815  -4.598
H  2.432  2.374  -3.194
H  2.338  -1.584  -1.635



Molecular formula: C47H41NOP2ReSbSe4
Method: DFT, ωB97M-V/def2-TZVPD

Summary:
maximum force	0.0559	hartree/bohr
total charge	+2
HOMO-LUMO gap	6.611	eV

CARTESIAN COORDINATES (ANGSTROEM)
Re  -0.338  -0.361  0.634
C  -4.479  -2.111  4.548
C  -3.154  -2.841  4.255
C  -3.041  -4.092  5.141
C  -2.009  -1.901  4.547
C  -1.734  -1.568  5.876
C  -0.709  -0.717  6.240
C  0.087  -0.175  5.252
C  -0.163  -0.465  3.918
P  0.861  0.270  2.647
C  2.545  -0.305  2.970
C  2.896  -1.600  2.582
C  4.169  -2.083  2.833
C  5.099  -1.287  3.486
C  4.746  -0.015  3.913
C  3.474  0.475  3.659
C  0.772  2.060  2.876
C  -0.395  2.622  3.389
C  -0.527  3.998  3.459
C  0.492  4.823  3.001
C  1.646  4.267  2.467
C  1.786  2.889  2.397
C  -1.215  -1.310  3.582
O  -1.461  -1.529  2.171
C  -2.412  -2.561  1.819
C  -2.564  -2.842  0.468
C  -3.426  -3.860  0.079
C  -4.130  -4.577  1.024
C  -3.987  -4.243  2.356
C  -3.141  -3.222  2.793
P  -1.647  -1.943  -0.793
C  -2.825  -1.221  -1.956
C  -3.109  0.142  -1.894
C  -4.090  0.687  -2.708
C  -4.791  -0.123  -3.588
C  -4.500  -1.479  -3.669
C  -3.524  -2.029  -2.856
C  -0.722  -3.232  -1.655
C  -0.044  -4.184  -0.889
C  0.767  -5.119  -1.505
C  0.897  -5.122  -2.892
C  0.215  -4.191  -3.655
C  -0.577  -3.231  -3.038
H  -4.521  -1.799  5.591
H  -5.325  -2.771  4.357
H  -4.587  -1.226  3.919
H  -3.074  -3.831  6.195
H  -2.111  -4.628  4.950
H  -3.871  -4.772  4.969
H  -2.356  -1.990  6.651
H  -0.536  -0.484  7.280
H  0.907  0.485  5.510
H  2.176  -2.251  2.091
H  4.437  -3.080  2.511
H  6.096  -1.662  3.673
H  5.460  0.599  4.442
H  3.215  1.460  4.018
H  -1.196  1.989  3.755
H  -1.426  4.430  3.877
H  0.386  5.897  3.057
H  2.440  4.903  2.103
H  2.682  2.473  1.957
H  -3.540  -4.094  -0.971
H  -4.791  -5.378  0.729
H  -4.565  -4.784  3.090
H  -2.551  0.785  -1.227
H  -4.304  1.746  -2.657
H  -5.559  0.301  -4.219
H  -5.031  -2.108  -4.369
H  -3.300  -3.084  -2.944
H  -0.157  -4.209  0.192
H  1.287  -5.856  -0.911
H  1.536  -5.850  -3.371
H  0.311  -4.195  -4.732
H  -1.080  -2.489  -3.646
Se  5.086  1.353  -1.648
Sb  4.366  -0.839  -1.618
Se  1.982  -1.182  -2.669
Se  1.681  -0.817  -0.319
Se  5.310  -2.849  -0.992
C  -3.338  2.095  1.041
C  -2.341  2.958  0.317
C  -2.687  4.258  -0.023
C  -1.790  5.081  -0.685
C  -0.519  4.631  -1.017
C  -0.124  3.340  -0.709
C  1.241  2.845  -1.093
C  -1.059  2.518  -0.051
N  -0.748  1.199  0.256
H  -3.718  2.626  1.914
H  -2.918  1.146  1.376
H  -4.194  1.876  0.401
H  -3.669  4.629  0.237
H  -2.083  6.089  -0.946
H  0.174  5.287  -1.525
H  1.892  3.687  -1.326
H  1.200  2.203  -1.980
H  1.711  2.267  -0.297



Calculated HOMO energy (eV), listed in the same order as above: -2.11 -8.03 -12.79